Record 1
ORCA calculation (ωB97M-V with the def2-TZVPD basis set) on a molecular structure, C51H66AsBrHfN5O3SSbSi3.

Output
- Energy above the lowest of the compared OMol25 structures with the same formula, charge and spin: 19.4 kcal per mole
- HOMO energy (spin up / spin down): -8.3 / -10.1 eV
- Orbital gap (spin up / spin down): 6.178 / 7.505 eV
- M: 1368.52 g/mol
- Total energy: -240743.736 eV
- ⟨S²⟩: 0.79

Geometry as ORCA input:
```
! RIJCOSX wB97M-V def2-TZVPD def2/J DEFGRID3
* xyz 1 2
Hf 0.074 0.424 -0.258
Sb -0.326 3.243 -1.116
Br -1.714 2.252 2.377
As 2.577 -2.321 1.093
S 2.512 1.516 0.178
Si 0.499 5.248 0.281
Si -2.722 3.856 -1.824
Si 1.088 3.497 -3.263
O -3.729 -3.014 -2.148
O 0.567 0.150 1.805
O -0.890 0.161 -2.061
N -1.927 -0.161 0.236
N 1.431 -0.834 -1.606
N 1.370 0.951 2.512
N 2.229 -2.298 -3.403
N -2.624 -0.813 -0.839
C 0.941 -4.108 -0.454
C -4.697 -3.389 5.207
C 3.519 -1.435 3.627
C -2.672 -0.247 1.376
C 1.809 -1.520 -2.458
C 3.529 -5.107 1.363
C 3.151 2.464 2.689
C 4.477 -6.111 1.255
C -4.104 -2.591 -4.432
C 2.624 -1.888 5.812
C 2.340 1.656 1.877
C -2.235 -0.546 -4.407
C -3.439 -2.276 -3.253
C 1.933 1.777 4.641
C 1.370 -2.539 -4.568
C 6.003 -4.568 0.221
C -0.340 -2.857 1.140
C 1.631 -2.669 5.237
C 0.561 5.043 -4.181
C -2.839 5.551 -2.609
C -3.762 3.826 -0.270
C -2.493 -1.245 -3.235
C -2.607 0.555 2.501
C -3.193 0.308 3.729
C -1.712 -0.959 -1.975
C 3.807 -3.823 0.896
C -0.221 -4.660 -0.967
C 2.949 2.530 4.046
C 2.363 5.370 0.125
C -4.677 -0.984 5.201
C 1.586 -2.839 3.858
C 3.574 -1.279 5.005
C -0.289 6.807 -0.393
C 3.471 -3.057 -3.250
C -1.453 -4.325 -0.418
C 0.902 -3.212 0.619
C -3.832 -1.882 -5.589
C 0.746 1.989 -4.329
C 2.921 3.607 -2.909
C -3.297 2.555 -3.031
C -2.897 -0.854 -5.585
C 2.526 -2.218 3.042
C -3.197 -2.201 3.750
C 0.052 5.076 2.088
C 5.717 -5.842 0.685
C 1.158 0.984 3.843
C -3.689 -0.969 4.204
C -5.177 -2.177 5.690
C -1.507 -3.422 0.629
C -3.697 -3.393 4.243
C 5.049 -3.562 0.328
H 3.577 3.170 4.652
H 2.751 5.905 0.996
H -2.690 -0.298 -6.490
H 6.969 -4.353 -0.219
H -3.298 -4.333 3.882
H 1.622 1.785 -4.951
H -3.366 -2.560 -1.364
H -3.089 1.546 -2.677
H 4.264 -0.949 3.005
H -4.359 -2.131 -6.501
H 4.254 -7.105 1.620
H -3.840 5.633 -3.044
H 6.459 -6.626 0.610
H 1.890 -2.234 -5.476
H -3.318 1.149 4.399
H -2.383 -2.213 3.037
H 4.084 -2.926 -4.141
H -0.419 4.916 -4.643
H 1.281 5.240 -4.981
H -5.058 -0.042 5.577
H -4.375 2.659 -3.184
H 2.662 -1.765 6.887
H 0.820 -3.472 3.429
H 3.291 2.830 -2.240
H 2.644 5.939 -0.763
H -2.726 6.354 -1.881
H 0.361 0.339 4.182
H -0.409 -2.131 1.943
H -1.102 -1.858 -1.745
H -2.467 -3.145 1.050
H -0.170 -5.361 -1.791
H 2.566 -5.324 1.812
H 3.210 4.571 -2.492
H -2.362 -4.758 -0.815
H 5.280 -2.563 -0.028
H 0.526 5.927 -3.543
H -5.945 -2.163 6.452
H 0.896 -3.163 5.861
H 4.357 -0.676 5.447
H 1.752 1.794 5.705
H 2.847 4.394 0.071
H 3.936 3.028 2.207
H 0.583 4.252 2.570
H -3.792 2.831 0.178
H -2.117 5.712 -3.408
H 0.452 -1.963 -4.465
H 0.521 1.100 -3.738
H -0.104 2.168 -4.991
H -1.309 6.937 -0.026
H 4.013 -2.695 -2.380
H -5.090 -4.321 5.589
H 3.248 -4.117 -3.115
H -0.316 6.834 -1.483
H -3.450 -1.004 1.378
H -2.810 2.659 -4.003
H 0.301 7.663 -0.052
H 0.343 6.003 2.591
H 3.424 3.493 -3.874
H -4.832 -3.391 -4.418
H 1.895 -4.394 -0.884
H -1.500 0.247 -4.375
H -4.784 4.121 -0.521
H 1.124 -3.599 -4.626
H -3.391 4.516 0.491
H -3.411 -0.226 -1.117
H -1.018 4.941 2.249
*
```



Record 2
ORCA calculation (ωB97M-V with the def2-TZVPD basis set) on a molecular structure, C24H36ClN2O10P2Pt.

Output
- HOMO energy: -12.1 eV
- Orbital gap: 9.685 eV
- M: 805.04 g/mol
- Total energy: -83275.699 eV

Geometry as ORCA input:
```
! RIJCOSX wB97M-V def2-TZVPD def2/J DEFGRID3
* xyz 1 1
Pt -0.526 -1.322 1.032
Cl -6.207 -1.255 1.733
P 2.302 -0.717 -0.213
P 0.238 1.482 -0.266
O -4.411 -5.535 1.299
O -0.529 0.714 0.771
O 2.831 -1.879 -1.105
O 1.510 -1.213 0.971
O -6.225 -4.271 1.455
O 1.114 2.529 0.463
O -0.640 2.285 -1.267
O -1.773 -5.117 1.074
O -0.472 -3.307 1.133
O 3.535 0.138 0.170
N -3.599 -0.983 1.399
N -2.467 -1.694 1.246
C -2.156 0.466 -2.051
C 2.413 3.652 -1.307
C -4.192 2.633 0.892
C -5.031 -4.370 1.385
C -4.175 -3.139 1.367
C 4.526 -0.351 1.167
C 5.886 -0.011 0.613
C -3.577 0.439 1.596
C 1.306 0.382 -1.224
C -2.842 2.318 2.863
C -4.647 -1.838 1.483
C -3.488 3.159 1.968
C 2.042 -3.130 -1.284
C 2.533 -4.145 -0.282
C 1.693 3.808 0.013
C -2.790 -2.980 1.237
C 2.227 -3.537 -2.725
C -2.889 0.945 2.684
C 0.623 4.875 0.011
C -4.239 1.261 0.698
C 4.207 0.309 2.487
C -1.623 -3.913 1.141
C -1.631 1.868 -2.276
C -1.010 2.068 -3.639
H 3.181 2.879 -1.249
H 6.655 -0.359 1.303
H -0.099 4.711 -0.788
H 2.906 4.592 -1.555
H -2.307 2.729 3.708
H 2.377 -3.794 0.736
H 2.415 4.009 0.803
H -3.459 4.230 2.118
H -2.393 0.273 3.372
H 1.715 3.424 -2.116
H -4.792 0.831 -0.127
H 4.402 -1.434 1.236
H 5.990 1.068 0.499
H 4.915 -0.031 3.242
H 0.672 -0.251 -1.849
H 0.099 4.894 0.967
H 1.654 -4.443 -2.920
H 1.883 -2.758 -3.406
H 3.277 -3.742 -2.930
H 4.294 1.392 2.397
H 6.047 -0.488 -0.352
H 0.995 -2.886 -1.080
H -0.641 3.086 -3.753
H 1.092 5.847 -0.140
H -0.185 1.370 -3.800
H 1.953 0.965 -1.882
H -1.423 -0.302 -2.305
H -4.714 3.290 0.210
H 3.591 -4.354 -0.446
H -3.428 -5.460 1.230
H 3.201 0.056 2.819
H -2.476 0.323 -1.022
H -1.758 1.886 -4.411
H 1.971 -5.072 -0.402
H -3.016 0.313 -2.704
H -2.437 2.583 -2.118
*
```



Record 3
ORCA calculation (ωB97M-V with the def2-TZVPD basis set) on 5 unconnected molecules or ions with the total composition C39H78FN3O11S3.

Output
- HOMO energy: -8.7 eV
- Structure (SMILES): CCCCCCCCN(CCCCCCCC)C(=S)SCCCN(N(C)C(C)=O)S(=O)(=O)F.CCOC(C)=O.CCOC(C)=O.CCOC(C)=O.CCOC(C)=O
- Orbital gap: 7.548 eV
- M: 880.26 g/mol
- Total energy: -103908.156 eV

Geometry as ORCA input:
```
! RIJCOSX wB97M-V def2-TZVPD def2/J DEFGRID3
* xyz 0 1
S -0.688 3.802 1.641
S -5.439 2.052 5.582
S 0.857 3.931 -1.017
F -5.010 1.149 6.975
O -6.566 1.394 4.715
O -4.772 -5.458 0.482
O 0.224 6.277 -5.199
O -4.874 -7.692 0.356
O -6.061 3.401 6.116
O 2.537 1.210 -2.827
O 4.426 -2.331 -5.776
O 4.078 2.498 -3.821
O -3.770 -0.791 4.629
O 0.913 6.094 -7.323
O 4.528 -0.097 -5.650
N -4.002 2.459 4.674
N -2.972 1.587 4.831
N 0.538 1.466 0.424
C -0.041 -0.866 -0.641
C -1.771 -4.798 2.291
C 4.972 0.123 5.753
C 0.288 2.967 0.277
C -0.754 6.629 -4.204
C 3.411 -0.276 5.447
C 2.028 1.904 -5.041
C 2.329 1.493 2.371
C -3.314 4.135 2.720
C 3.632 2.533 2.414
C -1.599 2.179 4.874
C -5.023 -6.529 1.031
C -3.089 0.275 4.127
C 4.133 4.464 -5.254
C 5.596 1.247 4.712
C 4.345 -3.638 -5.178
C 5.033 1.749 2.050
C 1.996 1.230 0.755
C -2.366 -0.016 2.647
C -1.578 5.420 -3.806
C -0.324 -4.897 3.104
C 5.518 0.660 3.181
C -6.394 -9.470 1.028
C -4.955 -8.999 0.954
C -0.016 6.237 -6.530
C 2.906 -4.109 -5.104
C 3.711 -1.202 -3.712
C 4.277 -1.168 -5.101
C -4.284 2.921 3.280
C -1.992 -3.317 1.577
C 0.109 0.783 -0.856
C -5.589 -6.563 2.420
C -2.515 -3.402 0.021
C 2.906 1.820 -3.829
C -1.355 -3.130 -1.108
C -1.435 6.275 -7.013
C -1.237 -1.533 -1.550
C -2.541 3.705 1.315
C 4.691 3.081 -4.985
H 3.309 -1.003 4.510
H 3.437 3.302 1.534
H -6.670 -6.409 2.370
H 0.875 1.014 -1.730
H 2.571 2.063 -5.969
H -0.995 -2.718 1.729
H -3.060 -0.595 1.905
H 2.667 1.887 0.049
H 5.759 3.163 -4.763
H 2.852 -5.124 -4.699
H -3.376 -2.620 -0.116
H -4.001 5.064 2.425
H -0.266 -4.095 3.984
H -0.204 -5.967 3.600
H 2.583 0.441 2.862
H -7.001 -8.813 1.657
H -4.315 2.103 2.446
H -4.453 -9.019 1.925
H -4.391 -9.673 0.301
H -0.914 -1.545 -2.695
H 3.669 3.160 3.402
H 1.003 -1.311 -0.966
H 3.060 4.432 -5.463
H 6.727 1.403 5.058
H 5.009 0.635 6.828
H 2.699 0.635 5.263
H -1.566 3.355 5.066
H -1.454 -3.828 -2.052
H 2.450 -4.102 -6.100
H 0.589 -4.778 2.358
H 2.630 -1.048 -3.762
H -2.914 -4.502 -0.156
H -1.032 1.701 5.808
H 2.323 0.102 0.548
H -0.283 -1.010 0.498
H -0.307 -3.408 -0.618
H 2.299 -3.452 -4.475
H -2.110 6.814 -6.354
H 4.264 5.107 -4.376
H 5.694 -0.806 5.700
H -2.790 4.483 0.448
H -0.927 4.613 -3.452
H -2.284 5.678 -3.011
H -1.794 5.251 -7.149
H -2.117 1.020 2.139
H -5.375 -7.483 2.959
H -0.923 1.994 3.935
H 4.836 1.145 1.056
H 1.374 1.946 2.908
H 4.639 4.926 -6.107
H 6.628 0.335 2.896
H -6.448 -10.485 1.433
H 4.847 -3.658 -4.207
H -5.133 -5.754 2.999
H -5.382 3.395 3.297
H -2.615 -4.956 3.112
H -2.816 -2.760 2.225
H 1.299 2.707 -4.900
H -1.785 -5.619 1.456
H -2.550 4.540 3.518
H -1.370 7.469 -4.537
H 4.606 2.416 -5.849
H -2.274 -0.986 -1.434
H 3.027 -0.882 6.398
H 4.869 -0.320 3.066
H 4.167 -0.393 -3.133
H 3.925 -2.121 -3.173
H 1.500 0.952 -5.153
H -0.979 1.150 -1.167
H -2.142 5.020 -4.654
H 4.909 -4.312 -5.831
H 5.060 2.291 4.854
H -1.460 6.798 -7.974
H -6.850 -9.463 0.032
H 5.887 2.557 1.854
H -2.868 2.654 0.904
H -1.312 -0.558 2.787
H -0.195 6.982 -3.332
*
```



Record 4
ORCA calculation (ωB97M-V with the def2-TZVPD basis set) on 8 unconnected molecules or ions with the total composition C48H41ClN4O31PS.

Output
- Energy above the lowest of the compared OMol25 structures with the same formula, charge and spin: 22.4 kcal per mole
- HOMO energy: -11.0 eV
- Orbital gap: 7.136 eV
- M: 1268.35 g/mol
- Total energy: -152507.325 eV

Geometry as ORCA input:
```
! RIJCOSX wB97M-V def2-TZVPD def2/J DEFGRID3
* xyz 1 1
Cl -5.278 2.526 -2.555
S -4.667 -0.874 -3.089
P -3.275 0.425 -3.372
O 1.157 4.760 -3.514
O -3.055 -3.513 -0.409
O 3.281 3.830 -3.098
O 1.553 -0.963 7.419
O -3.195 -3.020 6.316
O -6.991 -7.758 -0.017
O -2.272 8.097 2.812
O -2.275 -5.734 0.881
O -4.963 -1.211 4.273
O 8.543 8.120 -2.723
O 4.149 1.339 -1.505
O 5.374 -6.988 -3.863
O -0.102 9.115 4.018
O -3.322 2.259 1.573
O 4.723 -4.362 0.682
O 2.528 -5.306 -0.538
O -5.874 -5.449 3.905
O -3.326 0.497 -0.466
O 7.578 -6.117 -2.595
O 0.565 6.678 -0.635
O 2.757 7.626 0.617
O 0.994 -3.409 8.381
O 3.876 6.663 -4.749
O -5.216 -7.709 5.201
O -0.292 -4.402 -4.087
O -4.884 -2.983 2.252
O -6.415 -10.023 1.304
O 4.298 6.222 -2.124
O 8.084 8.639 -5.319
O 0.427 -6.670 -2.833
O -2.606 -0.607 5.283
N -0.794 3.903 -2.434
N -1.350 2.716 -2.769
N -2.947 4.186 -2.244
N -3.683 2.052 -2.830
C -3.726 0.998 1.795
C -1.085 7.967 2.232
C -0.891 -6.283 -0.925
C -1.695 -3.871 -2.295
C -2.670 2.921 -2.637
C -5.994 -6.484 3.274
C -1.117 -3.309 7.382
C -5.785 -8.951 3.303
C -5.654 -7.782 3.940
C -0.362 -5.957 -2.245
C 6.433 7.157 -2.325
C 7.457 7.789 -3.153
C 2.330 4.199 -4.074
C -0.814 -4.682 -2.890
C 4.910 -4.976 -0.352
C 5.965 7.677 -5.128
C -0.937 7.348 1.052
C 7.139 8.040 -4.596
C -1.770 -5.469 -0.330
C 6.237 -5.212 -0.908
C 3.729 -5.522 -1.092
C 0.671 4.026 -2.429
C 4.956 7.026 -4.307
C 0.460 -1.416 7.135
C -4.510 -1.722 2.031
C -3.696 0.068 0.622
C 1.411 8.400 2.364
C -2.091 -2.581 6.575
C 5.261 6.800 -2.858
C -4.136 0.591 2.999
C 6.379 -5.881 -2.058
C -1.699 -1.237 6.040
C 3.866 -6.187 -2.243
C -4.101 -1.310 0.824
C -0.504 -0.698 6.308
C 0.379 7.222 0.448
C -6.450 -6.519 1.890
C -1.740 4.759 -2.126
C 1.556 7.779 1.189
C -6.264 -8.989 1.925
C -4.566 -0.790 3.200
C 0.088 8.549 2.963
C -6.578 -7.688 1.251
C 3.730 1.404 -2.861
C 0.079 -2.771 7.647
C -2.240 -4.211 -0.988
C 4.080 2.728 -3.549
C 5.194 -6.403 -2.813
H -2.885 -4.998 1.084
H -2.109 8.579 3.647
H -1.776 6.926 0.515
H 1.081 3.008 -2.331
H -1.466 5.772 -1.828
H -3.393 -1.200 5.241
H -1.404 -4.285 7.748
H -5.137 -3.030 3.197
H 7.407 -6.613 -3.419
H -3.075 0.552 -4.774
H 0.923 4.603 -1.506
H 7.084 -4.829 -0.355
H 2.604 7.152 -0.221
H -5.214 -6.759 5.427
H -6.998 -8.710 -0.239
H -0.544 -7.196 -0.461
H -0.871 1.866 -3.034
H -6.675 -5.573 1.416
H 5.724 7.850 -6.168
H -2.024 0.038 -2.806
H 2.704 -4.806 0.283
H 4.008 2.569 -4.642
H 0.311 -5.144 -4.292
H -5.545 -9.894 3.773
H 2.252 8.809 2.908
H 2.782 4.980 -4.717
H 3.558 6.062 -2.737
H -3.083 2.293 0.629
H 1.764 -2.810 8.426
H 2.650 1.142 -2.919
H 2.037 3.361 -4.747
H 6.665 6.998 -1.281
H -2.033 -2.950 -2.751
H -4.059 -1.973 -0.027
H -4.165 1.252 3.854
H 3.525 1.836 -0.960
H 4.260 0.585 -3.382
H -0.211 0.271 5.930
H 3.019 -6.584 -2.786
H 5.140 2.958 -3.345
H 8.830 8.794 -4.706
*
```



Record 5
ORCA calculation (ωB97M-V with the def2-TZVPD basis set) on a single CH4N2O3 molecule.

Output
- Energy above the lowest of the compared OMol25 structures with the same formula, charge and spin: 118.0 kcal per mole
- HOMO energy: -9.1 eV
- Structure (SMILES): N/N=C/OOO
- Orbital gap: 10.045 eV
- M: 92.05 g/mol
- Total energy: -10217.310 eV

Geometry as ORCA input:
```
! RIJCOSX wB97M-V def2-TZVPD def2/J DEFGRID3
* xyz 0 1
O -0.594 0.116 2.205
O -0.352 -1.505 0.609
O -1.232 -0.833 1.444
N -0.022 0.519 -0.472
N 0.662 1.281 -1.511
C 0.219 -0.733 -0.368
H -0.723 -0.154 3.081
H -0.195 1.753 -1.909
H 1.182 0.711 -2.144
H 1.055 -1.154 -0.934
*
```



Record 6
ORCA calculation (ωB97M-V with the def2-TZVPD basis set) on 2 unconnected molecules or ions with the total composition C2H2N2O.

Output
- Energy above the lowest of the compared OMol25 structures with the same formula, charge and spin: 40.6 kcal per mole
- HOMO energy: -11.2 eV
- Structure (SMILES): N=C=O.C#N
- Orbital gap: 11.911 eV
- M: 70.05 g/mol
- Total energy: -7132.083 eV

Geometry as ORCA input:
```
! RIJCOSX wB97M-V def2-TZVPD def2/J DEFGRID3
* xyz 0 1
O 0.115 -1.578 -1.105
N 1.730 0.080 0.199
N -1.149 0.124 -0.001
C 1.085 0.888 0.711
C -0.483 -0.747 -0.565
H -1.943 -0.468 -0.480
H 0.646 1.701 1.242
*
```